A.
Entry from the OMol25 dataset: a molecular structure, CH9N2 (ωB97M-V/def2-TZVPD).

Calculated values
Gap between HOMO and LUMO ... 12.8 eV
Charge ... +1
Molar mass ... 49.10 g/mol

Geometry (Å):
N: 1.70558 0.57508 0.54019
H: 2.02481 0.88467 -0.39531
H: 1.85158 1.34228 1.15953
H: 0.25725 0.32761 0.34248
H: 2.36117 -0.09438 0.89872
C: -1.13639 -0.96567 -0.65378
N: -1.02550 0.27074 0.23743
H: -0.85333 -1.88629 -0.18445
H: -0.25658 -0.88710 -1.38687
H: -2.04087 -0.83391 -1.25188
H: -1.29545 1.02278 -0.38416
H: -1.59227 0.24420 1.07811

Mulliken atomic charge list, values in e, 2 entries: atom 1 (N): -0.838, atom 2 (H): 0.336

=====

B.
Entry from the OMol25 dataset: 2 unconnected molecules or ions with the total composition CH9N2 (ωB97M-V/def2-TZVPD).

Calculated values
Gap between HOMO and LUMO ... 12.2 eV
Charge ... +1
Molar mass ... 49.10 g/mol

Geometry (Å):
N: -0.46086 1.96168 -0.17581
H: 0.19663 2.50785 0.37488
H: -1.36898 2.15147 0.22978
H: 0.36349 0.36128 0.10421
H: -0.41806 2.37637 -1.09908
C: -0.28788 -1.68181 -0.02928
N: 0.77254 -0.61431 0.11720
H: -0.71750 -1.79846 0.95491
H: -1.01148 -1.29329 -0.72609
H: 0.18833 -2.61486 -0.26770
H: 1.56093 -0.65447 -0.52940
H: 1.18285 -0.70145 1.04640

Mulliken atomic charge list, values in e, 2 entries: atom 1 (N): -0.927, atom 2 (H): 0.288

=====

Here is how they stack up, most stable first: B, A.

=====

A.
Entry from the OMol25 dataset: C3H2N2O3 in the gas phase (ωB97M-V/def2-TZVPD).

Calculated values
Gap between HOMO and LUMO ... 11.1 eV
Charge ... 0
Molar mass ... 114.06 g/mol
SMILES ... O=C1N=CON=CO1

Geometry (Å):
O: 0.00276 2.58751 0.04997
C: -0.08731 1.40318 -0.12506
N: -1.24164 0.65582 0.15295
C: -1.10729 -0.42368 0.79939
O: 0.00538 -1.12539 1.13015
N: 0.73162 -1.51654 -0.05333
C: 1.09627 -0.56962 -0.78873
O: 1.03841 0.73991 -0.55942
H: -2.06370 -0.93593 1.12899
H: 1.62550 -0.81526 -1.73491

Mulliken atomic charge list, values in e, 2 entries: atom 1 (O): -0.458, atom 2 (C): 0.657

=====

B.
Entry from the OMol25 dataset: 2 unconnected molecules or ions with the total composition C3H2N2O3 (ωB97M-V/def2-TZVPD).

Calculated values
Gap between HOMO and LUMO ... 10.2 eV
Charge ... 0
Molar mass ... 114.06 g/mol
SMILES ... N#[N+][O-].O=C=CC=O

Geometry (Å):
N: -2.31062 0.80562 -0.69852
N: -3.02775 -0.02175 -0.91367
O: -3.62770 -0.99737 -1.05518
O: 1.90016 0.06302 -2.04120
C: 1.85892 0.24412 -0.88242
C: 1.64892 0.31341 0.42538
C: 0.54515 -0.23791 1.27442
O: -0.16479 -1.10432 0.80811
H: 2.51292 0.84869 0.78440
H: 0.66478 0.08648 2.29868

Mulliken atomic charge list, values in e, 2 entries: atom 1 (N): -0.282, atom 2 (N): 0.810

=====

Here is how they stack up, most stable first: A, B.

=====

A.
Entry from the OMol25 dataset: 3 unconnected molecules or ions with the total composition C2H11N2O2 (ωB97M-V/def2-TZVPD).

Calculated values
Gap between HOMO and LUMO ... 9.5 eV
Charge ... +1
Molar mass ... 95.12 g/mol

Geometry (Å):
C: -0.82367 -0.05338 -0.41508
C: 0.18442 0.53460 0.27593
N: 0.87929 -0.28927 1.29485
N: -1.72313 0.50217 -1.22917
H: -0.79430 -1.12937 -0.59974
H: 0.29780 1.59758 0.34508
H: 0.34199 -0.51339 2.12247
H: 1.13873 -1.12175 0.74258
H: 1.80863 0.08866 1.50943
H: -2.48585 -0.07873 -1.53343
H: -1.74578 1.45138 -1.53424
H: 2.77805 3.45955 1.35820
H: 1.66823 3.69128 0.36012
O: 2.32119 3.02546 0.63195
H: -0.81209 -4.06923 -1.59850
H: -1.85734 -3.75186 -0.60917
O: -1.17620 -3.34370 -1.12127

Mulliken atomic charge list, values in e, 2 entries: atom 1 (C): 0.148, atom 2 (C): -0.568

=====

B.
Entry from the OMol25 dataset: 3 unconnected molecules or ions with the total composition C2H11N2O2 (ωB97M-V/def2-TZVPD).

Calculated values
Gap between HOMO and LUMO ... 8.5 eV
Charge ... +1
Molar mass ... 95.12 g/mol

Geometry (Å):
C: -0.89952 0.84749 -0.10606
C: 0.14018 1.72275 -0.24429
N: 0.21837 2.53382 -1.34137
N: -0.72675 -0.63481 0.04390
H: -1.91156 1.22778 -0.14952
H: 0.88644 1.90816 0.55020
H: 1.06631 3.08116 -1.33185
H: -0.00055 2.10141 -2.22112
H: -0.01149 -0.93562 -0.63410
H: -0.32427 -0.95909 0.93723
H: -1.62532 -1.04224 -0.19054
H: 0.30867 -0.09255 3.29344
H: -0.12699 -1.51956 3.46818
O: 0.33106 -0.94568 2.85044
H: 1.13437 -3.16860 -1.06779
H: 1.00861 -2.48684 -2.35659
O: 0.65018 -2.42863 -1.45774

Mulliken atomic charge list, values in e, 2 entries: atom 1 (C): -0.704, atom 2 (C): -0.053

=====

Here is how they stack up, most stable first: A, B.

=====

A.
Entry from the OMol25 dataset: 2 unconnected molecules or ions with the total composition Cl2H4Si2 (ωB97M-V/def2-TZVPD).

Calculated values
Gap between HOMO and LUMO ... 7.9 eV
Charge ... 0
Molar mass ... 131.11 g/mol

Geometry (Å):
Si: -1.56508 -0.00001 -0.55305
Si: 1.87169 -0.32287 0.52486
Cl: 2.47223 1.15232 1.76249
Cl: -2.05690 -0.35698 1.40421
H: -0.57489 -0.87291 -1.01645
H: -2.68852 0.00747 -1.38528
H: -0.78267 1.20458 -0.78823
H: 3.32415 -0.81161 0.05146

Mulliken atomic charge list, values in e, 2 entries: atom 1 (Si): 0.699, atom 2 (Si): 0.248

=====

B.
Entry from the OMol25 dataset: 2 unconnected molecules or ions with the total composition Cl2H4Si2 (ωB97M-V/def2-TZVPD).

Calculated values
Gap between HOMO and LUMO (spin up / spin down) ... 6.7 / 7.3 eV
Charge ... 0
Molar mass ... 131.11 g/mol

Geometry (Å):
Si: -1.79295 -0.37084 -0.87770
Si: 1.82576 0.31206 0.47478
Cl: -2.98547 -1.98829 -0.74633
Cl: 2.38910 1.97609 1.61952
H: -1.81505 0.60759 -1.95903
H: -2.11582 0.49487 0.20754
H: 3.09058 -0.27070 -0.27187
H: 1.40384 -0.76076 1.55309

Mulliken atomic charge list, values in e, 2 entries: atom 1 (Si): 0.292, atom 2 (Si): 0.282

=====

Here is how they stack up, most stable first: A, B.